The following is a DFT calculation (ωB97M-V/def2-TZVPD) of a single C4H13N2S molecule.

```
20
Properties=species:S:1:pos:R:3:forces:R:3:lowdin_charge:R:1
C -1.927458 -1.283418 0.416369 -0.92 0.64 0.62 -0.24
N -1.246239 -0.352247 -0.571929 3.00 -2.49 1.79 -0.04
C -0.582022 0.832754 0.033470 3.50 1.51 2.31 -0.28
C 0.821472 1.191493 -0.701467 -2.67 0.45 -1.89 -0.55
S 1.955376 2.494856 0.182774 0.00 -2.47 -1.75 0.55
C -0.967451 -2.294587 0.919153 3.39 -0.18 1.06 -0.28
N -0.159079 -2.684569 -0.309499 1.70 0.03 2.28 -0.04
H -2.298820 -0.541345 1.149239 -0.44 -1.11 -0.02 0.12
H -2.654933 -2.003109 -0.027533 -0.29 1.74 -0.42 0.10
H -1.857799 -0.005985 -1.224315 -2.56 0.92 -2.88 -0.01
H -1.212787 1.759847 0.271408 0.43 -1.60 -1.23 0.13
H -0.149770 0.631359 1.056484 -1.02 -0.67 -0.73 0.11
H 0.458823 1.516064 -1.744718 0.95 0.22 1.37 0.05
H 1.373333 0.269823 -0.950165 -0.07 0.32 0.80 0.04
H 2.976578 1.775786 -0.473522 -0.74 1.21 0.99 -0.12
H -0.279029 -1.958433 1.781845 -0.50 0.13 -1.77 0.13
H -1.382523 -3.146009 1.441244 -0.98 -0.33 -0.47 0.09
H 0.669373 -3.255470 -0.041664 -0.51 0.79 -0.07 0.08
H -0.633726 -3.281415 -0.933163 -1.34 -0.80 -0.81 0.02
H -0.524763 -1.098552 -1.064682 -0.92 1.71 0.82 0.13
```
Positions in Å, forces in eV/Å.

Results
HOMO-LUMO gap (alpha / beta)   3.5 / 9.9 eV
Multiplicity   2
⟨S²⟩   0.75
Highest occupied orbital energy (alpha / beta)   -2.769 / -9.290 eV